One molecule with the formula C20H23FN2O2. Source: the Open Molecules 2025 dataset; level of theory: ωB97M-V with the def2-TZVPD basis set.

XYZ file:
```
48
Properties=species:S:1:pos:R:3:forces:R:3
F 2.413359 8.536941 0.265367 0.904 1.777 -1.114
C 1.983358 7.443189 0.897134 -1.916 0.437 2.095
C 2.843630 6.300007 0.638908 1.607 -0.074 -1.208
O 2.265370 5.240111 1.350778 -0.004 -2.273 -1.025
C 2.133430 4.010129 0.645950 0.669 1.926 0.795
C 2.142651 2.894116 1.458378 -1.495 -0.704 2.257
C 1.778932 1.662604 0.969790 0.375 0.545 -0.644
C 1.609578 1.625045 -0.392451 2.044 0.110 -0.592
C 1.537637 0.297035 -1.045805 -1.501 -0.512 -3.170
N 0.503976 -0.652465 -0.577324 0.781 2.756 1.292
C -0.864404 -0.046466 -0.393272 0.158 -1.305 0.740
C -1.653330 -0.750654 0.688034 -0.051 -2.312 1.552
C -1.432099 -2.328766 0.730540 0.322 -0.194 -0.883
C 0.012128 -2.778867 0.587789 1.759 2.189 3.381
C 0.855077 -2.048942 -0.415791 0.432 -0.061 -0.189
O -1.963895 -2.860928 1.926633 -0.664 -0.716 1.353
C -2.550300 -4.191764 1.728626 0.789 1.014 0.284
C -2.624202 -4.273930 0.276865 0.352 0.425 -1.503
C -3.141520 -5.220007 -0.546358 -0.332 -0.336 -0.544
C -3.060637 -5.080375 -1.928151 -0.646 -1.324 0.247
C -2.473355 -3.917633 -2.493411 -1.040 -2.957 -0.792
C -1.871211 -2.977249 -1.704038 -1.388 -0.995 0.864
C -2.014720 -3.210570 -0.312019 -0.031 2.719 -1.623
C 1.967714 2.772147 -1.183385 -1.675 -1.508 -0.243
N 2.076953 3.999937 -0.688988 0.657 -0.507 1.267
H 1.971289 7.646711 1.981814 0.086 0.000 -0.160
H 0.942078 7.290964 0.642687 -0.284 -0.392 -0.389
H 2.883147 6.100982 -0.462456 0.185 0.047 0.995
H 3.863774 6.597135 1.039288 -0.826 -0.877 -0.504
H 2.090790 2.873684 2.555541 0.746 1.140 -0.425
H 1.743495 0.751254 1.585086 -0.242 0.579 -0.293
H 1.239098 0.704666 -2.105136 0.727 -1.610 0.879
H 2.533600 -0.222546 -1.110118 -0.989 0.495 0.109
H -1.000886 1.050998 -0.127561 1.151 -1.219 -0.915
H -1.398207 -0.343672 -1.249755 -0.840 0.785 -1.712
H -2.769073 -0.603963 0.675812 1.136 0.202 -0.243
H -1.266461 -0.422766 1.659113 -0.263 0.002 0.104
H 0.514658 -2.535800 1.577730 -0.671 -0.278 -0.652
H 0.117610 -3.838682 0.489973 -0.163 -0.673 -0.254
H 0.776715 -2.602652 -1.344938 0.198 -0.038 -0.675
H 1.909601 -2.183030 -0.034809 -0.828 0.524 -0.703
H -3.524038 -4.250317 2.171478 -0.595 0.304 0.533
H -1.962672 -5.013825 2.162170 0.301 0.411 0.038
H -3.647917 -5.993325 -0.030242 -0.501 -1.255 -0.206
H -3.487454 -5.990689 -2.492678 0.744 2.026 0.353
H -2.562219 -3.985067 -3.575491 0.559 0.947 0.012
H -1.474238 -2.114683 -2.191648 0.443 0.483 0.302
H 2.033189 2.641979 -2.299661 -0.177 0.277 1.210
```
Forces are in eV/Å.

ΔE to the lowest compared entry with this formula, charge and spin (kcal/mol): 68.52
Energy (Eh): -1135.63682
Multiplicity: 1
SMILES: FCCOc1ccc(CN2CCC3(CC2)OCc2ccccc23)cn1

=====

One molecule with the formula C20H23FN2O4S. Source: the Open Molecules 2025 dataset; level of theory: ωB97M-V with the def2-TZVPD basis set.

XYZ file:
```
51
Properties=species:S:1:pos:R:3:forces:R:3
O -0.199293 0.109197 1.670289 0.324 -0.012 0.467
C -0.640925 0.227567 0.544265 -0.208 0.001 -0.748
N -1.970257 0.164742 0.294603 -0.483 0.058 -0.183
C -2.952080 0.054285 1.346533 -0.246 0.230 0.077
C -3.880240 1.274792 1.347415 0.313 -0.274 0.342
O -4.614293 1.379015 0.144959 0.003 0.108 -0.245
C -5.694007 0.573432 -0.067782 -0.253 -0.137 -0.174
C -6.233009 -0.319689 0.852653 0.280 0.251 0.026
C -7.346039 -1.073708 0.518853 -0.262 -0.063 -0.314
C -7.911132 -0.933337 -0.732298 0.109 0.024 0.138
F -8.992829 -1.674942 -1.055057 0.033 0.032 0.000
C -7.393309 -0.050353 -1.664499 -0.116 -0.166 0.132
C -6.286453 0.698551 -1.326939 0.173 0.009 0.245
C 0.214768 0.426739 -0.700393 0.085 0.024 0.013
C 0.997416 1.747512 -0.622035 -0.054 -0.085 0.223
C 2.090365 1.678394 0.443250 -0.146 0.746 -0.048
N 2.985217 0.564587 0.211468 0.918 0.206 -0.597
S 4.119331 0.781488 -1.002744 0.135 -0.202 0.403
O 4.547748 2.148917 -0.947274 -0.015 0.081 0.237
O 3.688086 0.269438 -2.279010 0.094 -0.211 0.179
C 5.426784 -0.273106 -0.382056 -0.427 0.195 -0.257
C 5.844710 -1.369117 -1.110215 -0.106 0.012 -0.183
C 6.852685 -2.173886 -0.602942 0.038 0.010 0.026
C 7.426058 -1.870461 0.621472 0.014 -0.063 -0.052
C 6.999331 -0.765210 1.342666 -0.067 0.109 -0.002
C 5.991961 0.040075 0.838777 0.104 0.053 0.138
C 2.302534 -0.709617 0.169580 -0.161 -0.692 -0.125
C 1.196115 -0.740957 -0.885793 -0.064 0.002 0.145
H -2.328080 0.337471 -0.631704 0.207 -0.031 0.015
H -2.404530 -0.002912 2.289828 -0.131 -0.035 -0.068
H -3.535634 -0.861908 1.205853 0.058 0.074 0.126
H -4.542394 1.256342 2.219618 0.006 0.026 -0.067
H -3.279474 2.187482 1.384093 -0.071 -0.122 0.071
H -5.806045 -0.440492 1.835298 0.066 0.004 0.068
H -7.771834 -1.767971 1.225693 -0.060 -0.077 0.049
H -7.855781 0.041544 -2.634024 -0.062 0.000 -0.098
H -5.859475 1.399562 -2.026089 0.048 0.086 -0.089
H -0.445441 0.464673 -1.574095 0.036 -0.011 0.099
H 0.320351 2.576300 -0.404935 0.014 0.056 -0.053
H 1.471534 1.926482 -1.589968 -0.091 0.076 -0.036
H 2.699230 2.582697 0.423286 -0.185 0.042 0.116
H 1.649885 1.547812 1.435025 0.142 0.024 -0.105
H 5.376797 -1.569698 -2.061441 -0.022 -0.083 -0.106
H 7.189905 -3.033858 -1.161696 0.016 -0.060 -0.050
H 8.211978 -2.497493 1.015795 0.057 -0.052 0.036
H 7.452300 -0.533244 2.294663 0.024 0.035 0.074
H 5.636751 0.909157 1.368350 0.007 0.088 0.167
H 3.051317 -1.475696 -0.044286 -0.121 -0.138 0.087
H 1.878699 -0.886459 1.161926 0.165 -0.026 -0.108
H 1.656963 -0.651623 -1.870739 -0.136 -0.085 0.038
H 0.663729 -1.692532 -0.828193 0.013 -0.038 -0.030
```
Forces are in eV/Å.

ΔE to the lowest compared entry with this formula, charge and spin (kcal/mol): 2.58
Energy (Eh): -1684.45293
Multiplicity: 1
SMILES: O=C(NCCOc1ccc(F)cc1)C1CCN(S(=O)(=O)c2ccccc2)CC1

=====

no.,Kohn-Sham gap (eV)
1,8.758
2,9.383